# 1
Density functional theory data (the ωB97M-V functional and the def2-TZVPD basis) for C39H41MnN8O3 as an isolated structure.

* LUMO level (alpha / beta): 2.07 / 2.07 eV
* spin multiplicity: 6
* expectation value of S²: 8.867
* total charge: -1

Last column: Löwdin spin population.
Atoms and positions in Å:
Mn (0.6360, -1.7681, 0.7851)  3.243
C (-5.4416, 10.5548, -0.6312)  0.000
O (-5.0592, 9.9770, 0.6040)  0.000
C (-4.4510, 8.7616, 0.5536)  0.000
C (-4.1697, 8.0767, -0.6213)  0.000
C (-3.5440, 6.8371, -0.5620)  0.000
C (-3.1908, 6.2620, 0.6464)  0.000
C (-3.4811, 6.9638, 1.8144)  0.000
C (-4.1018, 8.1987, 1.7751)  0.000
C (-2.5376, 4.9407, 0.6482)  -0.003
N (-2.3048, 4.2214, -0.4176)  0.001
C (-1.6923, 3.0739, 0.0396)  -0.002
C (-1.5543, 3.1141, 1.3999)  0.009
N (-2.1023, 4.3156, 1.7778)  -0.001
C (-0.9563, 2.0711, 2.1967)  0.029
C (-0.7927, 2.0870, 3.5584)  0.103
C (-0.1756, 0.9802, 4.1925)  0.132
C (0.2462, -0.0721, 3.4067)  0.034
N (0.1123, -0.1232, 2.0834)  0.178
C (-0.5022, 0.9488, 1.4469)  0.119
C (-0.6457, 0.8771, 0.0530)  0.084
N (-0.1830, -0.2599, -0.5604)  0.121
C (-0.2763, -0.3534, -1.8776)  0.027
C (-0.8180, 0.6356, -2.6898)  0.106
C (-1.3082, 1.8018, -2.0834)  0.037
C (-1.2289, 1.9320, -0.7160)  0.049
H (-5.9177, 11.5011, -0.3951)  0.000
H (-6.1507, 9.9200, -1.1670)  0.000
H (-4.5757, 10.7387, -1.2709)  0.000
H (-4.4287, 8.4907, -1.5836)  0.000
H (-3.3196, 6.2914, -1.4702)  0.000
H (-3.2267, 6.5484, 2.7835)  0.000
H (-4.3291, 8.7428, 2.6830)  0.000
H (-2.1424, 4.6752, 2.7138)  0.000
H (-1.1354, 2.9378, 4.1400)  0.005
H (-0.0302, 0.9413, 5.2623)  0.009
H (0.7225, -0.9314, 3.8679)  -0.001
H (0.0967, -1.2865, -2.2927)  0.015
H (-0.8659, 0.4866, -3.7607)  0.008
H (-1.7531, 2.6033, -2.6630)  0.000
C (3.6881, -2.8949, 4.0810)  0.000
C (2.6420, -2.6890, 3.0280)  -0.006
N (2.8197, -1.9336, 2.0039)  0.017
O (4.0858, -1.3298, 1.9488)  0.004
C (1.3337, -3.3040, 3.1584)  -0.017
C (0.9191, -4.1840, 4.2929)  -0.004
N (0.4703, -2.9632, 2.2201)  -0.027
O (-0.7637, -3.2967, 2.3339)  0.004
H (4.3715, -2.0504, 4.1016)  0.000
H (4.2696, -3.7970, 3.8722)  0.000
H (3.2227, -3.0168, 5.0590)  0.000
H (3.9633, -0.7498, 1.1823)  0.000
H (1.7098, -4.8885, 4.5641)  -0.001
H (0.0332, -4.7351, 3.9841)  0.000
H (0.6480, -3.6201, 5.1943)  -0.002
C (-0.0164, -5.6151, -0.0214)  0.039
C (0.4855, -4.5820, -1.0615)  0.076
C (1.9770, -4.8525, -1.2659)  0.007
C (0.2482, -3.1820, -0.5406)  0.500
C (-0.2944, -4.7786, -2.3636)  0.015
C (-1.6894, -4.6885, -2.3573)  0.004
C (-2.4322, -4.8364, -3.5173)  0.000
C (-1.8007, -5.0807, -4.7335)  0.001
C (-0.4200, -5.1750, -4.7599)  0.000
C (0.3202, -5.0275, -3.5880)  0.004
H (0.5941, -5.5364, 0.8814)  0.001
H (0.0465, -6.6407, -0.4109)  0.008
H (-1.0448, -5.4043, 0.2731)  0.002
H (2.4830, -4.7285, -0.3020)  0.000
H (2.4107, -4.1503, -1.9818)  0.002
H (2.1691, -5.8765, -1.6100)  0.000
H (-0.8370, -2.9963, -0.5426)  0.035
H (-2.2033, -4.4826, -1.4256)  0.000
H (-3.5117, -4.7518, -3.4732)  0.000
H (-2.3783, -5.1897, -5.6428)  0.000
H (0.0944, -5.3630, -5.6955)  0.000
H (1.3973, -5.1048, -3.6498)  0.000
C (5.2456, -2.7936, -2.4458)  0.000
C (4.3471, -1.7084, -1.9515)  0.001
C (4.2106, -0.3867, -2.3231)  0.001
C (3.1931, 0.1318, -1.4855)  0.001
N (2.7433, -0.8088, -0.6703)  0.023
N (3.4550, -1.9037, -0.9669)  0.004
C (2.6028, 1.5071, -1.4532)  0.000
H (5.8257, -2.4350, -3.2941)  0.000
H (4.6714, -3.6655, -2.7668)  0.000
H (5.9397, -3.1191, -1.6687)  0.000
H (4.7690, 0.1340, -3.0870)  0.000
H (3.2328, -2.7442, -0.4580)  0.001
H (3.3669, 2.2621, -1.6475)  0.000
H (2.1474, 1.7015, -0.4815)  0.000
H (1.8171, 1.6110, -2.2049)  0.001

Cartesian forces (eV/Å) of the 3 atoms listed first:
Mn 0.1 0.8 -1.0
C 0.0 0.0 0.1
O -0.1 0.2 -0.1


# 2
Density functional theory data (the ωB97M-V functional and the def2-TZVPD basis) for C39H41N9O3Ti as an isolated structure.

* LUMO level (alpha / beta): -8.90 / -8.88 eV
* spin multiplicity: 2
* expectation value of S²: 0.753
* total charge: +3

Last column: Löwdin spin population.
Atoms and positions in Å:
Ti (1.1474, -0.5143, 0.0027)  0.910
C (2.2733, -1.8845, 4.1134)  0.000
O (3.1109, -2.5259, 3.0671)  -0.001
C (2.6634, -2.0778, 1.9365)  0.001
N (1.6879, -1.2354, 1.9183)  0.005
C (1.3546, -0.9176, 3.3225)  0.004
C (1.5442, 0.5525, 3.6085)  0.001
C (2.2579, 1.3887, 2.7606)  0.001
C (2.3961, 2.7429, 3.0495)  0.000
C (1.8268, 3.2631, 4.2011)  0.000
C (1.1221, 2.4290, 5.0622)  0.001
C (0.9755, 1.0830, 4.7646)  0.000
C (3.3303, -2.4436, 0.6528)  0.004
C (4.3704, -3.3300, 0.4631)  -0.001
C (4.9147, -3.4183, -0.8202)  0.006
C (4.4324, -2.6166, -1.8526)  -0.001
C (3.3837, -1.7651, -1.5563)  0.006
N (2.8472, -1.7037, -0.3445)  -0.001
C (2.7309, -0.7721, -2.4543)  0.004
N (1.7513, -0.0600, -2.0114)  -0.001
C (1.3770, 0.8905, -3.0890)  0.002
C (2.3720, 0.5223, -4.2228)  0.000
O (3.1811, -0.5844, -3.6561)  0.003
C (1.4704, 2.3249, -2.6430)  0.000
C (2.4036, 2.7327, -1.6973)  0.000
C (2.5401, 4.0785, -1.3840)  0.000
C (1.7606, 5.0252, -2.0343)  0.000
C (0.8338, 4.6224, -2.9867)  0.000
C (0.6793, 3.2754, -3.2798)  0.000
H (2.9578, -1.3887, 4.7955)  0.000
H (1.7458, -2.6940, 4.6093)  0.000
H (0.3065, -1.1767, 3.4834)  0.000
H (2.7676, 0.9965, 1.8803)  0.001
H (2.9658, 3.3797, 2.3865)  0.000
H (1.9437, 4.3111, 4.4403)  0.000
H (0.6885, 2.8263, 5.9695)  0.000
H (0.4178, 0.4468, 5.4425)  0.000
H (4.7528, -3.9177, 1.2858)  0.000
H (5.7339, -4.0989, -1.0091)  0.000
H (4.8604, -2.6389, -2.8448)  0.000
H (0.3530, 0.6642, -3.3924)  0.000
H (3.0705, 1.3216, -4.4553)  0.000
H (1.9089, 0.1346, -5.1247)  0.000
H (3.0578, 2.0108, -1.2144)  0.000
H (3.2757, 4.3919, -0.6557)  0.000
H (1.8849, 6.0756, -1.8099)  0.000
H (0.2312, 5.3578, -3.5018)  0.000
H (-0.0439, 2.9694, -4.0276)  0.000
C (-4.4110, -3.6628, -1.2785)  0.000
N (-3.3186, -2.6896, -1.3349)  0.002
N (-2.1042, -2.9222, -0.7442)  0.002
C (-1.3311, -1.8351, -0.9314)  0.001
O (-0.1000, -1.8366, -0.4899)  0.010
C (-2.0611, -0.8951, -1.6539)  0.002
C (-3.3045, -1.4736, -1.8902)  0.000
C (-4.4836, -0.9299, -2.6199)  0.000
C (-1.7901, -4.1298, -0.0335)  0.000
C (-1.6361, -4.0684, 1.3417)  0.000
C (-1.3369, -5.2327, 2.0327)  0.000
C (-1.2047, -6.4333, 1.3449)  0.000
C (-1.3625, -6.4755, -0.0344)  0.000
C (-1.6498, -5.3143, -0.7373)  0.000
H (-4.3462, -4.2104, -0.3428)  0.000
H (-4.3538, -4.3467, -2.1225)  0.000
H (-5.3443, -3.1078, -1.3039)  0.000
H (-1.7368, 0.0751, -1.9882)  0.000
H (-4.2137, -0.0011, -3.1159)  0.000
H (-5.3046, -0.7221, -1.9319)  0.000
H (-4.8402, -1.6317, -3.3726)  0.000
H (-1.7721, -3.1260, 1.8592)  0.000
H (-1.2321, -5.2113, 3.1086)  0.000
H (-0.9872, -7.3429, 1.8875)  0.000
H (-1.2628, -7.4120, -0.5650)  0.000
H (-1.7621, -5.3335, -1.8139)  0.000
C (-1.8882, 5.1187, -0.6764)  0.000
C (-2.9060, 4.2625, 0.0682)  0.000
C (-3.5464, 3.2136, -0.8377)  0.000
C (-2.3463, 3.6515, 1.3482)  0.001
N (-1.5654, 2.4010, 1.1155)  0.014
C (-1.6599, 1.2294, 1.7589)  -0.001
N (-0.7632, 0.4054, 1.2651)  0.016
N (-0.1498, 1.1238, 0.3068)  0.002
N (-0.6122, 2.3118, 0.2020)  0.008
H (-2.3605, 5.6132, -1.5248)  0.000
H (-1.0659, 4.5154, -1.0598)  0.000
H (-1.4735, 5.8963, -0.0341)  0.000
H (-3.7026, 4.9188, 0.4318)  0.000
H (-2.7846, 2.6581, -1.3927)  0.000
H (-4.1940, 3.6948, -1.5684)  0.000
H (-4.1624, 2.5030, -0.2804)  0.000
H (-3.1456, 3.3385, 2.0197)  0.000
H (-1.6831, 4.3287, 1.8857)  0.001
H (-2.3576, 1.0318, 2.5547)  0.000

Cartesian forces (eV/Å) of the 3 atoms listed first:
Ti -1.0 -0.4 -0.1
C 0.2 -0.1 -0.1
O -0.3 0.2 0.2


The evaluated ΔE to the lowest compared entry with this formula, charge and spin for the records listed, in turn: 21.8, 4.8 kcal/mol.
The evaluated E for the records listed, in turn: -90489.806, -83756.541 eV.
The evaluated largest force on an atom for the records listed, in turn: 1.3, 1.1 eV Å⁻¹.